{
  "formula": "C3H10OS2",
  "method": "ωB97M-V/def2-TZVPD",
  "symbols": ["C", "C", "S", "S", "C", "H", "H", "H", "H", "H", "H", "H", "H", "H", "H", "O"],
  "coordinates": [[2.14847, -0.74228, -1.05476], [1.51406, -1.00987, 0.32405], [-0.26837, -0.94412, 0.33395], [-0.46841, 1.24066, -0.40451], [-0.89549, 1.86420, 1.23184], [3.08516, -0.22175, -0.81452], [1.61043, -0.00961, -1.65225], [2.22365, -1.65487, -1.64833], [1.81755, -1.92660, 0.84968], [1.97466, -0.28996, 1.00930], [-1.30353, 2.87150, 1.23015], [-1.59853, 1.21571, 1.75264], [0.01256, 1.74704, 1.83713], [-3.53763, -1.05055, -0.34432], [-2.72381, -0.60413, -1.52804], [-3.59075, -0.48537, -1.12201]],
  "mulliken_charge": [-0.894, -0.444, -0.148, -0.077, -0.766, 0.275, 0.286, 0.276, 0.381, 0.235, 0.326, 0.281, 0.263, 0.305, 0.317, -0.614],
  "energy_ev": -26990.49233,
  "smiles": "CCSSC.O",
  "relative_energy_kj_mol": 77.0
}


{
  "formula": "H12O6",
  "method": "ωB97M-V/def2-TZVPD",
  "symbols": ["O", "H", "H", "O", "H", "H", "O", "H", "H", "O", "H", "H", "O", "H", "H", "O", "H", "H"],
  "coordinates": [[1.51856, 1.66833, -0.87995], [1.67588, 1.87207, 0.04199], [0.59092, 1.86276, -1.01379], [-0.40481, -1.49583, -2.56928], [-1.17302, -2.06477, -2.52039], [-0.36324, -1.07443, -1.71084], [0.36143, 0.47162, 1.18955], [-0.54260, 0.67167, 0.94678], [0.77295, 1.32759, 1.30872], [0.24233, -0.42997, -0.67725], [0.41533, -0.12272, 0.21264], [1.02724, -0.19129, -1.17038], [0.11450, -1.23833, 2.48115], [-0.00986, -0.80248, 3.32425], [0.37167, -0.53615, 1.88363], [-1.81081, 0.00620, -0.55543], [-0.86614, -0.09411, -0.67270], [-1.92033, 0.16983, 0.38130]],
  "mulliken_charge": [-0.635, 0.246, 0.365, -0.740, 0.286, 0.408, -0.650, 0.283, 0.329, -0.820, 0.510, 0.343, -0.741, 0.254, 0.470, -0.790, 0.653, 0.230],
  "energy_ev": -12473.51007,
  "relative_energy_kj_mol": 733.6
}


{
  "formula": "C2H9NO2",
  "method": "ωB97M-V/def2-TZVPD",
  "symbols": ["C", "C", "N", "H", "H", "H", "H", "H", "H", "H", "O", "H", "H", "O"],
  "coordinates": [[0.89674, -0.16105, 1.97711], [-0.08659, -0.07295, 1.08093], [-0.86731, -1.15213, 0.65397], [0.91462, -0.92290, 2.76251], [1.74382, 0.49841, 2.08238], [-0.34712, 0.87072, 0.62179], [-0.69978, -1.96974, 1.23418], [-1.85577, -0.91547, 0.64955], [0.08853, 1.13315, -1.49073], [0.43222, 2.56458, -1.82615], [0.02805, 2.04662, -1.11913], [-0.21190, -0.97253, -1.51473], [-0.36227, -0.41936, -2.90052], [0.32676, -0.52735, -2.21115]],
  "mulliken_charge": [-0.868, -1.159, -1.072, 0.208, 0.313, 0.813, 0.315, 0.846, 0.274, 0.457, -0.981, 0.297, 0.852, -1.293],
  "energy_ev": -7803.18544,
  "spin_multiplicity": 2,
  "relative_energy_kj_mol": 41.0,
  "total_charge": -1
}


{
  "formula": "C20H28N2SiSn",
  "method": "ωB97M-V/def2-TZVPD",
  "symbols": ["C", "C", "C", "H", "C", "C", "H", "H", "H", "H", "Sn", "C", "H", "H", "H", "Si", "C", "C", "H", "C", "H", "C", "H", "C", "H", "C", "H", "C", "C", "H", "C", "H", "C", "H", "C", "H", "C", "H", "H", "H", "N", "C", "C", "N", "H", "H", "H", "H", "H", "H", "H", "H"],
  "coordinates": [[0.93547, 1.85233, 1.24328], [1.39804, 2.49032, 0.06728], [0.28488, 2.62900, -0.83349], [2.39679, 2.90052, -0.09103], [-0.86803, 2.01300, -0.18615], [-0.44309, 1.56770, 1.09841], [-1.09545, 1.18710, 1.88779], [1.51441, 1.70412, 2.16100], [0.25050, 3.23958, -1.73739], [-1.89483, 2.05679, -0.55220], [0.53987, 0.27134, -1.47650], [-1.33117, -2.82686, -4.94382], [-2.39866, -2.75898, -4.69218], [-1.19956, -2.74160, -6.02926], [-0.89360, -3.75544, -4.56281], [-0.39683, -1.17410, -3.89979], [1.31437, -1.23637, -4.71184], [2.13249, -0.08647, -4.78884], [1.89364, 0.79989, -4.19190], [3.23947, -0.06664, -5.64770], [3.85356, 0.83533, -5.71364], [3.55604, -1.18817, -6.42293], [4.38270, -1.14863, -7.13327], [2.81423, -2.36488, -6.26768], [3.07600, -3.25937, -6.83894], [1.73587, -2.40673, -5.37339], [1.18279, -3.33397, -5.22321], [-1.29119, 0.13907, -4.92584], [-0.86019, 0.44538, -6.23158], [0.12811, 0.13074, -6.57466], [-1.70554, 1.13395, -7.11745], [-1.37326, 1.31970, -8.14221], [-2.96381, 1.57557, -6.69107], [-3.63000, 2.09434, -7.38739], [-3.35970, 1.35206, -5.36339], [-4.33355, 1.71484, -5.02295], [-2.52443, 0.66048, -4.47712], [-2.83844, 0.49240, -3.44203], [-1.83964, -4.86512, -7.27394], [-2.23704, -4.96388, -6.64876], [1.91466, -0.89726, 0.15849], [1.20369, -2.06061, 0.75904], [-0.23904, -1.71597, 1.04724], [-0.90401, -1.21356, -0.18934], [2.75696, -1.19447, -0.33621], [2.22541, -0.24234, 0.88202], [1.25468, -2.90552, 0.06151], [1.71015, -2.34619, 1.69091], [-0.77046, -2.61418, 1.40116], [-0.30906, -0.94869, 1.82812], [-1.80138, -0.76808, 0.01460], [-1.10745, -1.99348, -0.82306]],
  "mulliken_charge": [-0.866, -0.706, -0.391, 0.471, -0.736, -0.443, 0.696, 0.687, 0.702, 0.562, 1.111, -1.394, 0.402, 0.457, 0.485, 0.018, 0.712, -0.273, 0.266, -0.660, 0.390, -0.486, 0.426, -0.641, 0.405, -0.275, 0.362, 0.786, -0.081, 0.250, -0.645, 0.406, -0.465, 0.402, -0.607, 0.390, -0.535, 0.282, 0.066, -0.033, -0.494, -0.599, -0.538, -0.563, 0.346, 0.280, 0.341, 0.389, 0.453, 0.276, 0.303, 0.312],
  "energy_ev": -37864.99381,
  "relative_energy_kj_mol": 0.0,
  "total_charge": 2
}


{
  "formula": "C5H4O2",
  "method": "ωB97M-V/def2-TZVPD",
  "symbols": ["O", "C", "O", "C", "C", "C", "C", "H", "H", "H", "H"],
  "coordinates": [[0.40635, 1.87723, 0.62919], [0.00714, 0.53903, 0.66800], [1.27005, -0.17370, 0.49986], [1.16469, -0.77743, -0.70511], [-0.07494, -0.84375, -1.26762], [-0.90411, -0.22274, -0.25125], [-1.26753, -0.05533, 1.02256], [2.10766, -1.16485, -1.08357], [-0.31758, -1.33462, -2.21179], [-0.37265, 2.42279, 0.90535], [-2.01906, -0.26664, 1.79437]],
  "mulliken_charge": [-0.551, 0.660, -0.381, -0.188, -0.650, 0.355, -0.650, 0.401, 0.351, 0.330, 0.324],
  "energy_ev": -9340.31121,
  "smiles": "O[C@@]12C=C1C=CO2",
  "relative_energy_kj_mol": 373.5
}


{
  "formula": "C5H9NO2",
  "method": "ωB97M-V/def2-TZVPD",
  "symbols": ["C", "C", "C", "C", "C", "O", "N", "O", "H", "H", "H", "H", "H", "H", "H", "H", "H"],
  "coordinates": [[0.54460, -0.66603, -0.51492], [-0.67836, 0.60390, -0.69007], [0.85970, 0.88186, 1.59865], [0.89945, 0.79860, 0.09847], [-1.48006, -0.96962, -0.63318], [1.33422, -0.84585, -1.56047], [-1.86994, -1.45309, 0.46035], [1.96241, 1.21875, -0.54048], [2.07144, 0.24512, -1.36617], [0.57420, -1.38595, 0.30451], [-2.68806, -2.05584, 0.37786], [-1.34337, 1.20602, -0.07967], [-0.80264, 0.82845, -1.74763], [-1.96678, -1.13128, -1.60362], [0.02571, 0.29835, 1.98782], [0.76384, 1.92612, 1.89771], [1.79364, 0.50049, 2.01084]],
  "mulliken_charge": [-0.030, -0.862, -1.318, 0.805, 0.018, -0.724, -0.578, -0.749, 0.430, 0.442, 0.249, 0.461, 0.350, 0.453, 0.386, 0.350, 0.318],
  "energy_ev": -10910.24459,
  "relative_energy_kj_mol": 610.9
}


{
  "formula": "C7H12NO",
  "method": "ωB97M-V/def2-TZVPD",
  "symbols": ["C", "C", "C", "C", "C", "C", "C", "N", "O", "H", "H", "H", "H", "H", "H", "H", "H", "H", "H", "H", "H"],
  "coordinates": [[0.98823, -1.02231, -1.04355], [-0.19017, -1.52184, -0.77113], [-1.00260, 1.06680, -0.57439], [0.53603, 1.27249, -0.39574], [-1.63264, 0.07688, 0.30501], [0.41687, -0.63955, 1.26484], [1.24055, -0.00213, 0.11647], [-0.70838, -1.05251, 0.52850], [2.56766, 0.25366, 0.24761], [1.52139, -1.07644, -1.94421], [-0.87890, -2.04092, -1.44834], [-1.44890, 2.01556, -0.26905], [-1.37636, 0.86725, -1.56386], [1.11402, 1.48600, -1.29649], [0.75850, 2.15685, 0.25125], [-1.81702, 0.54100, 1.33569], [-2.57212, -0.28273, -0.05822], [0.95495, -1.46947, 1.69842], [0.19520, 0.10283, 2.07751], [-1.24329, -1.84866, 0.90193], [2.57701, 1.11725, 0.63778]],
  "mulliken_charge": [-0.411, -0.738, -0.469, -0.932, -0.760, -0.837, 0.818, 0.174, -0.559, 0.490, 0.400, 0.327, 0.355, 0.418, 0.465, 0.401, 0.346, 0.381, 0.337, 0.371, 0.424],
  "energy_ev": -10983.09672,
  "smiles": "O[C@]12C=C[N@H+](CCC1)C2",
  "relative_energy_kj_mol": 128.2,
  "total_charge": 1
}


{
  "formula": "CH2N2O3",
  "method": "ωB97M-V/def2-TZVPD",
  "symbols": ["C", "N", "N", "O", "O", "O", "H", "H"],
  "coordinates": [[-0.51141, -0.67522, 0.40571], [1.64071, 0.49859, 0.83984], [-0.67705, 0.19732, -0.58587], [0.27954, 0.24760, -1.42015], [1.81921, 0.81194, -0.22880], [-1.62442, 0.97611, -0.61464], [0.19846, -1.47632, 0.32063], [-1.12503, -0.58002, 1.28327]],
  "mulliken_charge": [-0.604, 0.237, 0.761, -0.506, 0.015, -0.630, 0.392, 0.335],
  "energy_ev": -10184.74766,
  "relative_energy_kj_mol": 516.0
}